{
  "formula": "C26H26Br2ClF3HfNO4P",
  "method": "ωB97M-V/def2-TZVPD",
  "species": ["Hf", "Br", "Br", "Cl", "P", "F", "F", "F", "O", "O", "O", "O", "N", "C", "C", "C", "C", "C", "C", "C", "C", "C", "C", "C", "C", "C", "C", "C", "C", "C", "C", "C", "C", "C", "C", "C", "C", "C", "C", "H", "H", "H", "H", "H", "H", "H", "H", "H", "H", "H", "H", "H", "H", "H", "H", "H", "H", "H", "H", "H", "H", "H", "H", "H", "H"],
  "positions_angstrom": [[-3.18749, -7.58460, -1.22563], [-5.64007, 1.15782, -3.20516], [-4.54362, 0.19858, 1.13436], [-2.25383, -5.68082, 1.42805], [-4.57132, -4.70918, -0.73665], [-6.94411, -0.23938, -0.27737], [-3.60590, 0.46621, -1.50965], [-5.96194, 1.83619, -0.49736], [-5.13511, -4.64798, 0.66121], [2.01169, -1.90063, 0.01943], [1.88792, 2.33934, -0.20695], [-1.22644, -0.44012, -3.43737], [0.24369, -3.14956, 2.80655], [0.69801, 0.10841, -0.48494], [-1.92896, -4.22603, 0.35885], [-1.38477, -1.84951, -1.41185], [5.02213, 4.15625, 1.44605], [4.48223, 4.64831, 2.70157], [2.14832, 3.58526, 1.96213], [-0.98776, -0.56815, -2.26449], [-0.40797, -2.31683, -0.35713], [-0.63940, -3.50072, 0.52830], [-4.93430, 0.03090, -1.73200], [4.19434, 3.34811, 0.41480], [-3.73999, -2.14357, -2.66113], [2.98002, 4.34662, 2.98452], [-2.95934, -3.74369, -0.68480], [5.16557, 1.25902, -0.86875], [4.88542, 2.85679, -0.85729], [0.40112, -4.00509, 1.61225], [2.24483, 4.77778, 4.29485], [-2.68110, -2.56691, -1.59043], [4.02961, 3.19060, -2.19185], [-0.19332, 0.53390, -1.44571], [-5.76980, 0.45976, -0.40979], [-5.06466, -1.50630, -2.04801], [0.91827, -1.44323, -0.22484], [2.66210, 3.06126, 0.69246], [1.52904, 1.07471, 0.44026], [-0.37494, 1.63468, -1.63323], [4.65948, 3.19923, -3.12394], [4.80381, 0.72654, 0.05395], [-0.27612, -3.60852, 3.55532], [0.86285, 1.29907, 1.33686], [1.47479, -3.88864, 1.26277], [2.41708, 0.50044, 0.85538], [-5.56017, -4.14027, -1.59252], [-5.32677, -2.07109, -1.09396], [-4.07095, -3.08937, -3.20349], [-5.92669, -1.62151, -2.77536], [4.64753, 0.79160, -1.75947], [6.10579, 4.39395, 1.23980], [2.96489, 4.99915, 5.12845], [1.48767, 5.59890, 4.12025], [3.42821, 4.14438, -2.06696], [1.06530, 3.36946, 2.19825], [1.65347, 3.85580, 4.61896], [3.25572, 2.36755, -2.27584], [0.29066, -5.11540, 1.82691], [5.07855, 5.21355, 3.47176], [-4.31520, -6.12821, -0.98846], [1.12768, -2.75824, 3.12768], [6.28358, 1.14736, -1.03151], [5.86162, 3.40761, -0.95621], [-3.36094, -1.44156, -3.45190]],
  "forces_ev_per_a": [[0.777, -0.295, 0.645], [0.510, -0.955, 0.434], [-0.993, -0.269, -0.278], [-0.217, 0.872, -2.023], [-0.750, 5.055, 4.911], [1.931, 1.420, -0.275], [-1.293, -0.956, -0.506], [-0.387, -2.526, 0.604], [0.734, -1.058, -2.323], [-1.332, 0.615, -0.039], [2.305, 0.759, 2.196], [0.102, -0.250, 1.391], [-0.106, -0.392, -0.424], [-0.609, 0.451, -0.737], [0.602, 2.661, -1.977], [-0.136, -1.734, 2.006], [-1.467, 0.887, 2.518], [-0.449, -1.834, -2.976], [1.261, -0.711, -1.736], [0.302, 0.296, 0.580], [-1.694, -0.335, -0.724], [-1.509, -0.446, -1.412], [-0.748, 0.603, 0.403], [0.821, -0.025, -0.821], [-0.720, -0.356, -0.132], [-0.940, -0.290, -0.580], [2.334, -0.222, -0.232], [0.161, -0.797, -0.310], [-0.240, 1.541, 0.457], [0.697, 0.327, -0.072], [1.145, -1.529, -0.759], [1.498, -0.602, 1.170], [-1.902, -0.335, 0.420], [0.575, -1.059, 1.214], [0.728, 1.097, -0.673], [0.265, -0.146, 0.275], [-0.623, 0.332, -0.321], [-0.660, 1.344, 2.537], [-1.539, -2.123, 0.955], [0.209, -1.531, -0.125], [-0.281, 0.099, 1.269], [0.661, 0.573, -0.853], [0.432, 0.341, -0.204], [0.765, -0.179, -1.119], [-1.568, -0.103, -0.045], [-0.734, 0.898, -0.837], [0.710, -0.984, -0.735], [0.178, 0.939, -0.925], [0.511, 1.144, 0.523], [1.097, 0.103, 0.869], [0.478, 0.745, 1.068], [-1.380, -0.487, -0.090], [-0.675, 0.214, -1.000], [0.754, -0.630, -0.007], [1.065, -0.922, -0.387], [1.399, 0.479, -0.167], [0.432, 1.080, -0.467], [0.968, 1.018, -0.134], [-0.155, 1.403, -0.370], [-0.629, -0.655, -1.040], [-0.046, -0.638, -0.640], [-0.423, -0.477, 0.075], [-1.381, 0.072, 0.561], [-0.863, -0.674, 0.465], [0.041, -0.843, 0.931]],
  "lowdin_charge": [1.71, 0.87, 0.79, 0.63, 0.73, 0.06, -0.12, -0.04, -0.36, 0.13, -0.03, 0.15, 0.01, -0.07, -0.46, 0.04, 0.10, 0.12, 0.10, -0.28, 0.05, -0.10, -0.74, 0.13, -0.13, 0.00, -0.23, 0.02, -0.28, -0.24, 0.02, -0.09, -0.01, 0.11, -0.80, -0.18, -0.24, -0.09, -0.09, 0.16, 0.13, 0.09, 0.09, 0.15, 0.13, 0.14, 0.09, 0.09, 0.12, 0.13, 0.11, 0.16, 0.12, 0.15, 0.11, 0.15, 0.14, 0.08, 0.10, 0.16, -0.28, 0.08, 0.12, 0.15, 0.13],
  "largest_force_ha_per_bohr": 0.13784,
  "total_charge": 4,
  "homo_ev": -17.791,
  "energy_ev": -208361.4251,
  "orbital_gap_ha": 0.100
}

{
  "formula": "C5H7FS",
  "method": "ωB97M-V/def2-TZVPD",
  "species": ["S", "F", "C", "C", "C", "C", "C", "H", "H", "H", "H", "H", "H", "H"],
  "positions_angstrom": [[0.76353, -2.16117, -0.95402], [-0.35817, 2.30796, -0.92838], [1.08091, 0.89491, 0.30554], [-0.02886, 0.01093, 0.83990], [0.87239, 1.93725, -0.45546], [-1.27407, -0.17032, 0.06750], [-0.31349, -1.38325, 0.24307], [-0.55538, -1.99747, 1.10341], [-1.32466, 0.20623, -0.94605], [-0.16070, 0.16079, 1.88620], [-2.25491, -0.22259, 0.55329], [-0.17738, -2.96238, -1.58528], [2.06978, 0.75457, 0.65979], [1.66101, 2.62453, -0.78951]],
  "forces_ev_per_a": [[-0.898, -0.086, -0.382], [0.818, -0.143, 0.304], [-1.762, -0.649, 0.453], [1.045, 0.725, -1.539], [0.037, 1.208, -0.910], [-0.168, -1.435, -0.836], [-0.530, 1.036, 1.608], [-0.240, -0.451, -0.433], [0.119, 0.086, 0.147], [0.067, -0.449, 0.770], [0.548, -0.008, -0.005], [0.645, 0.719, 0.568], [0.805, -0.247, 0.181], [-0.489, -0.305, 0.073]],
  "lowdin_charge": [0.72, -0.01, -0.07, -0.29, -0.13, -0.11, -0.61, 0.08, 0.10, 0.13, 0.11, -0.12, 0.10, 0.12],
  "largest_force_ha_per_bohr": 0.03882,
  "de_lowest_kj_mol": 135.47,
  "homo_ev": -9.009,
  "energy_ev": -18849.2354,
  "orbital_gap_ha": 0.364,
  "smiles": "F/C=C\\[C@H]1C[C@H]1S"
}